Molecular formula: C37H58ClN4OPPdSi3
Method: DFT, wB97M-V/def2-TZVPD

The geometry in XYZ format:
```
106
Properties=species:S:1:pos:R:3:forces:R:3:mulliken_charge:R:1
Pd 0.103026 -0.067453 -0.656718 -0.0165 -0.8048 0.0541 1.5563
C -2.119263 -1.430565 3.154397 -0.0219 -0.0276 0.0142 -1.0691
O -1.616725 -1.149565 1.879672 -0.0591 -0.1120 -0.0529 -0.0737
Si -2.069208 -2.036368 0.502985 0.0947 0.1365 0.2008 -0.0986
C -1.268203 -3.740995 0.681807 0.0163 0.0493 0.0035 -0.8331
C -3.902427 -2.449396 0.865647 -0.0042 -0.0649 -0.1154 -1.3067
C -1.765877 -1.175053 -1.052513 -0.3102 0.6303 0.1387 -0.1910
Si -1.304770 -2.223500 -2.448412 0.0401 -0.1246 -0.2800 0.4475
C -0.982200 -1.286044 -4.068769 -0.0252 -0.0682 -0.0293 -0.9063
C -2.684567 -3.473241 -2.949373 0.0136 0.1067 -0.0101 -1.1776
C 0.168682 -3.411653 -2.242394 0.0227 -0.0094 0.0935 -0.8984
Si -2.920436 0.245996 -1.323808 0.2154 -0.1712 0.0627 0.4847
C -4.593737 -0.293917 -2.094406 0.0407 -0.0006 -0.0214 -1.2480
C -2.382937 1.654524 -2.472750 0.0151 -0.0325 0.0552 -0.8112
C -3.418743 1.140511 0.270623 -0.0164 -0.0589 -0.0266 -0.8586
H -3.194977 -1.224962 3.230229 0.0083 0.0047 -0.0063 0.2638
H -1.602142 -0.795746 3.879255 0.0151 0.0044 0.0009 0.3401
H -1.960158 -2.479626 3.445250 0.0029 0.0001 0.0022 0.2714
H -1.439299 -4.122028 1.695278 0.0026 0.0027 -0.0027 0.3190
H -0.194422 -3.712282 0.505291 0.0090 0.0047 -0.0090 -0.1657
H -1.712973 -4.454594 -0.018338 -0.0089 0.0004 0.0112 0.3485
H -4.005311 -3.080385 1.755494 0.0057 0.0019 -0.0033 0.3120
H -4.307901 -3.007095 0.014970 -0.0115 -0.0004 0.0108 0.2568
H -4.526052 -1.563207 1.004729 0.0185 -0.0004 -0.0138 0.3392
H -1.798259 -0.603602 -4.314559 -0.0469 -0.0293 -0.0114 0.2526
H -0.883956 -2.002936 -4.893236 0.0353 0.0169 0.0037 0.3910
H -0.066985 -0.695002 -3.997963 0.0400 0.0306 0.0263 -0.2161
H -3.587963 -2.972963 -3.312707 0.0233 0.0162 0.0216 0.2569
H -2.971656 -4.074735 -2.080333 -0.0037 -0.0128 -0.0084 0.2557
H -2.335794 -4.160292 -3.729729 -0.0008 0.0116 -0.0005 0.3528
H 0.894875 -3.058506 -1.508039 -0.0281 0.0237 0.0083 -0.1603
H 0.693512 -3.541934 -3.195487 -0.0389 0.0098 -0.0261 0.4813
H -0.184668 -4.396170 -1.922501 0.0307 -0.0124 -0.0041 0.4211
H -4.449857 -0.672042 -3.112408 -0.0049 -0.0030 0.0054 0.2625
H -5.294750 0.547569 -2.145645 0.0130 0.0033 0.0025 0.3300
H -5.059341 -1.090927 -1.508030 0.0075 -0.0080 -0.0045 0.2813
H -2.077680 1.310217 -3.461772 -0.0211 -0.0221 -0.0086 0.1697
H -1.546139 2.195748 -2.024291 0.0140 -0.0084 -0.0049 0.0121
H -3.227871 2.343172 -2.599900 0.0122 0.0050 0.0029 0.3733
H -4.181686 0.602226 0.841125 0.0309 0.0050 -0.0115 0.2672
H -3.820255 2.127557 0.016907 -0.0546 -0.0120 -0.0195 0.3823
H -2.550427 1.301844 0.907434 0.0427 0.0364 0.0299 0.0685
Cl 5.036282 2.994430 -1.943716 0.0463 0.0081 0.0199 -0.2511
C 3.466173 2.645078 -2.611985 -0.0623 0.0515 0.1822 0.5703
C 3.348306 2.177230 -3.900689 0.1519 -0.0290 -0.0783 -0.3547
C 2.074168 1.911299 -4.363982 -0.1932 -0.0741 -0.0343 -0.6533
C 0.993800 2.134602 -3.522737 -0.0774 -0.0270 0.1069 -0.0800
N 1.106083 2.598417 -2.278436 0.3400 0.1433 -0.2320 -0.0305
C 2.336156 2.830572 -1.826287 -0.2184 -0.0545 0.0345 0.0333
H 4.226845 1.999564 -4.506772 0.0094 -0.0017 0.0076 0.4122
H 1.915453 1.509608 -5.356502 0.0000 -0.0069 0.0045 0.3638
H -0.012792 1.906982 -3.850183 -0.0177 0.0421 -0.0172 0.2095
H 2.424843 3.153196 -0.797641 0.0557 0.0161 -0.0323 -0.3523
C -0.073669 4.760298 0.729417 -0.0419 0.0191 0.0122 -1.6580
C 0.189090 3.773838 1.863333 -0.0122 0.0296 0.0669 2.2081
C -0.588189 4.197363 3.111021 0.0110 0.0089 0.0088 -2.2051
C 1.686944 3.739808 2.188161 0.0581 0.0557 -0.0375 -1.2864
N -0.333399 2.487293 1.419179 -0.0993 -0.0628 0.0629 0.5067
N 0.013705 1.416302 2.317758 0.0019 -0.0431 -0.1895 -0.5372
H 0.242819 5.768812 1.011704 0.0113 -0.0059 -0.0060 0.4021
H -1.139841 4.775759 0.492868 0.0043 0.0027 0.0034 0.3609
H 0.461217 4.465198 -0.175484 0.0128 -0.0215 -0.0284 0.2267
H -0.221895 5.153192 3.501107 0.0054 -0.0068 -0.0187 0.4535
H -0.479994 3.432222 3.880659 0.0051 0.0006 -0.0100 0.4272
H -1.648917 4.293678 2.869659 -0.0024 -0.0072 -0.0029 0.3598
H 2.033031 4.718796 2.537588 -0.0037 -0.0042 0.0190 0.5282
H 2.263803 3.467012 1.302227 -0.0516 -0.0239 0.0157 -0.1268
H 1.887894 2.995678 2.959655 0.0009 -0.0004 0.0039 0.3312
H 0.028487 2.252351 0.489073 0.0503 0.0013 0.0673 -0.6445
H -0.680210 0.689236 2.134261 0.0815 0.1310 0.0615 0.3516
H 0.873143 1.003442 1.932165 -0.0228 0.0445 0.0366 0.0293
N 1.991431 0.626794 0.161167 0.0313 0.2584 -0.2034 0.0029
P 3.131638 -0.362451 -0.072108 -0.3077 0.1064 0.0975 0.6407
C 2.924025 -2.072039 0.601082 0.0254 -0.0314 -0.0658 0.8420
C 3.578112 -3.207706 0.133611 -0.0054 0.0079 -0.0279 -0.4255
C 3.375064 -4.442837 0.739366 -0.0108 0.0091 0.0186 -0.8349
C 2.518262 -4.546775 1.825705 0.0206 -0.0116 -0.0091 -0.5577
C 1.849119 -3.419487 2.287801 -0.0135 0.0576 0.0102 -0.5531
C 2.037913 -2.191850 1.670084 0.0291 -0.0498 -0.0062 -0.3411
C 3.728395 -0.733874 -1.787844 -0.0069 -0.0714 0.0073 0.6215
C 5.050652 -0.646232 -2.219299 -0.0214 0.0624 -0.0008 -0.7066
C 5.392317 -0.952848 -3.532818 -0.0053 0.0162 0.0357 -0.8416
C 4.414719 -1.370422 -4.424694 0.0143 -0.0009 -0.0414 -0.7603
C 3.092425 -1.450718 -4.006878 -0.0739 0.0289 0.0227 -0.6529
C 2.748233 -1.116753 -2.705087 -0.0581 -0.0104 0.0423 1.0257
C 4.680335 0.144080 0.797389 0.1495 -0.1070 0.0402 -0.0024
C 5.774502 -0.685008 1.041799 -0.0002 0.0391 0.0134 -0.3807
C 6.883630 -0.214680 1.734054 -0.0257 0.0021 -0.0073 -0.7344
C 6.905518 1.093019 2.202678 0.0103 -0.0090 0.0070 -0.5155
C 5.810532 1.918702 1.985808 -0.0258 0.0180 -0.0148 -0.6300
C 4.706214 1.443358 1.291377 0.0197 0.0187 0.0013 -0.2234
H 4.232928 -3.136119 -0.728782 0.0059 0.0074 -0.0005 0.3962
H 3.875848 -5.323821 0.353530 -0.0003 -0.0024 0.0031 0.3606
H 2.350621 -5.509719 2.294889 -0.0062 0.0014 0.0010 0.3483
H 1.149252 -3.503607 3.110635 -0.0146 -0.0004 0.0022 0.4056
H 1.476832 -1.312991 1.970382 -0.0106 -0.0164 0.0139 0.0080
H 5.823129 -0.316672 -1.535840 0.0084 -0.0110 0.0104 0.3856
H 6.424206 -0.867247 -3.855985 0.0012 -0.0005 0.0065 0.3453
H 4.682394 -1.624088 -5.445104 -0.0077 0.0005 0.0039 0.3043
H 2.318017 -1.764920 -4.697605 -0.0138 0.0086 -0.0137 0.4306
H 1.705759 -1.122104 -2.366485 0.1037 0.0059 -0.0504 -0.7342
H 5.756301 -1.713168 0.699347 0.0100 -0.0009 -0.0137 0.4084
H 7.727148 -0.871605 1.914926 0.0017 -0.0003 0.0016 0.3792
H 7.768823 1.461903 2.745338 -0.0005 -0.0002 0.0019 0.3583
H 5.811623 2.935614 2.361430 0.0069 -0.0004 0.0070 0.3967
H 3.825429 2.054008 1.127572 0.0300 -0.0265 0.0028 0.1565
```
Positions in Å, forces in eV/Å.

**Highest occupied orbital energy**: -0.002 Ha
**Gap between HOMO and LUMO**: 4.33 eV
**Charge**: -2
**Electronic energy**: -3536.97661 a.u.

---

Molecular formula: C37H59F2N3O11
Method: DFT, wB97M-V/def2-TZVPD

The geometry in XYZ format:
```
112
Properties=species:S:1:pos:R:3:forces:R:3:mulliken_charge:R:1
C -2.964102 -3.083723 -1.734183 -0.0162 0.6380 -0.1432 -1.5660
C -1.897418 -1.978706 -1.705944 0.3340 -0.8896 -0.3146 0.7977
C -0.527247 -2.544726 -2.096259 -0.2203 -0.1028 -0.0262 -0.8434
O 0.514369 -2.089591 -1.197360 0.1092 -0.1638 -0.2007 -0.5640
C 0.941344 -3.071428 -0.360556 -0.2634 0.3511 -0.0610 0.2923
N 0.425825 -3.111950 0.822921 0.2660 -0.3588 -0.0061 -0.3130
C 0.869405 -4.121103 1.630406 0.1067 0.0638 0.2032 -0.0276
C 0.334032 -4.245216 2.931439 -0.3956 0.1261 0.2839 0.5466
C -0.733674 -3.288459 3.391698 -0.3561 0.1813 -0.3201 -1.3255
C -0.141491 -2.040360 4.004748 -0.0352 -0.0166 0.2425 -0.0311
O 0.173194 -1.971349 5.162537 0.0398 0.0359 0.0523 -0.4906
C 0.780359 -5.244118 3.745015 0.2253 -0.1415 -0.1935 -0.6176
C 1.773381 -6.160903 3.324790 -0.2577 0.1375 0.0723 1.1576
C 2.175969 -7.223179 4.308534 -0.0927 -0.1172 0.0000 -1.8394
C 3.257087 -6.776726 5.246182 0.2782 0.2833 -0.0250 0.7336
O 3.869860 -5.765893 5.244896 -0.1115 -0.2453 0.0549 -0.4541
F 3.512995 -7.733082 6.177199 -0.0657 0.0412 -0.0786 -0.2712
C 2.306323 -6.063071 2.066162 0.2174 -0.3407 0.0174 0.4149
C 3.360787 -7.009136 1.550427 -0.0135 0.4060 -0.0704 -1.8061
C 2.870991 -7.942754 0.462529 0.3636 -0.3449 -0.0461 0.8967
C 4.000415 -8.811102 -0.093160 -0.0290 0.4932 -0.0845 -1.3585
F 1.885921 -8.771956 1.029524 -0.0595 -0.0097 0.0227 -0.4068
C 1.847267 -5.033049 1.205447 0.0375 0.0321 -0.1925 0.2695
N 2.374116 -4.944933 -0.053876 -0.1170 0.1397 0.2213 -0.4223
C 1.934829 -3.997901 -0.828195 0.0129 0.0796 -0.0885 0.4883
C 2.485318 -3.907298 -2.218517 0.3501 -0.3182 -0.1252 -0.3977
C 4.028776 -3.943746 -2.269703 -0.3389 -0.1926 -0.7080 -0.6391
C 4.582501 -3.125348 -3.438473 0.5729 0.5388 0.2496 -0.4363
N 5.893524 -2.533488 -3.076056 -0.3031 0.0538 -0.3257 -0.6901
H -3.938097 -2.631207 -1.908475 -0.1225 -0.1137 0.0386 0.4495
H -3.012972 -3.629144 -0.793636 0.1423 -0.2030 -0.0343 0.2711
H -2.757871 -3.755531 -2.566076 -0.1965 -0.2318 0.0491 0.3693
H -1.788938 -1.575924 -0.708572 -0.1936 0.2766 0.0090 -0.4268
H -2.192598 -1.210303 -2.412094 0.0744 0.3314 0.2086 0.2947
H -0.582245 -3.636436 -2.078056 0.2001 -0.0750 0.1625 0.4652
H -0.225460 -2.283123 -3.110557 0.0159 0.2258 0.0082 0.3918
H -1.399612 -3.747867 4.119329 0.1890 -0.1125 0.1938 0.5409
H -1.343264 -2.987933 2.539969 0.0335 -0.0014 -0.0863 0.2629
H -0.019285 -1.166007 3.341623 0.0792 -0.0244 -0.1359 0.3706
H 0.358124 -5.357956 4.734752 -0.0336 0.0710 0.0699 0.5233
H 2.516836 -8.136254 3.823652 -0.0127 -0.0634 0.0079 0.4250
H 1.318184 -7.518474 4.914017 -0.0065 -0.0239 0.0661 0.5407
H 3.785648 -7.615959 2.347010 -0.0013 -0.0337 0.0586 0.7117
H 4.185611 -6.415913 1.153083 0.0211 -0.0259 -0.1464 0.3856
H 2.401186 -7.393723 -0.346875 -0.2325 0.0754 0.0760 0.1115
H 3.723479 -9.860418 -0.079584 0.0083 -0.0704 0.0556 0.3542
H 4.916828 -8.640115 0.469051 0.0507 -0.2803 0.1289 0.3532
H 4.214996 -8.517807 -1.119602 -0.0090 -0.0942 -0.0854 0.3122
H 2.115127 -3.041906 -2.758474 -0.1246 0.1936 0.2238 0.0879
H 2.115162 -4.781868 -2.759766 -0.1170 0.0221 -0.0694 0.3820
H 4.321048 -4.976433 -2.448146 0.2456 -0.0699 0.4234 0.1115
H 4.487458 -3.611466 -1.341937 -0.0773 0.0731 0.0972 0.4552
H 4.749710 -3.744120 -4.318235 -0.1403 -0.1057 -0.0295 0.3756
H 3.886930 -2.329225 -3.722475 -0.2142 -0.1108 -0.0418 0.3155
H 5.710195 -1.688568 -2.543874 0.0934 -0.0951 0.2177 0.2268
H 6.323844 -2.189748 -3.928571 0.1514 -0.1000 0.0192 0.2484
O -3.362739 0.367380 -0.686710 -0.0729 0.1329 0.1113 -0.5341
C -2.759722 1.284528 -0.198754 0.0870 0.1216 -0.1367 0.6425
O -3.441662 2.398227 0.129685 -0.1575 -0.0509 0.1138 -0.3744
C -2.867082 3.478055 0.874935 0.1017 0.1899 0.0426 -0.5285
C -2.124837 4.456983 -0.008055 0.0897 -0.1943 -0.1921 -0.3465
C -1.257292 1.259924 -0.017894 -0.0354 -0.1194 0.3472 -0.4198
H -2.242592 3.093834 1.683566 0.0190 -0.0337 -0.0314 0.3697
H -3.714600 3.976144 1.342546 -0.0629 -0.0534 -0.0459 0.3161
H -1.276891 3.985292 -0.507251 0.0310 -0.0161 0.0704 0.2728
H -1.758055 5.294792 0.581439 -0.0516 0.0352 0.0024 -0.1800
H -2.786060 4.845368 -0.780657 -0.0372 0.0853 0.0673 0.3186
H -0.790466 1.554241 -0.957135 0.0031 0.0094 -0.0128 0.2125
H -0.948391 0.244265 0.217236 -0.0201 -0.0556 -0.1574 -0.1190
H -0.895824 1.906084 0.777408 0.0073 0.1029 -0.0969 0.3313
O -6.008579 -4.823556 -3.583971 0.1570 -0.0109 -0.0198 -0.5471
C -6.265517 -5.525673 -2.647467 -0.3305 -0.0912 -0.0360 0.7866
O -5.277088 -6.234748 -2.066559 0.2920 0.1339 -0.0567 -0.3684
C -5.434460 -6.950863 -0.840654 -0.0895 -0.1439 0.1087 -0.4020
C -6.007511 -8.335902 -1.058980 -0.0635 0.0128 -0.1254 -1.0202
C -7.685970 -5.692750 -2.154909 0.0459 0.2242 0.3304 -1.0105
H -6.020440 -6.369433 -0.127057 -0.0385 0.0038 -0.0354 0.3770
H -4.427974 -7.028309 -0.432468 0.0323 0.0561 -0.0579 0.3353
H -7.010247 -8.293561 -1.484395 -0.0249 0.0129 0.0602 0.2714
H -6.057556 -8.879380 -0.115160 0.0175 0.0037 0.0078 0.3591
H -5.380605 -8.895351 -1.753012 0.0409 -0.0066 0.0381 0.3136
H -8.179243 -6.448742 -2.764393 0.0027 -0.0151 -0.0055 0.2608
H -8.198902 -4.743787 -2.287008 -0.0052 -0.0246 -0.1634 0.3085
H -7.768007 -5.967952 -1.106203 0.0061 -0.1296 -0.0470 0.3419
O -3.058087 7.591640 0.358325 -0.0305 -0.0074 0.0122 -0.5778
C -2.201523 8.244813 0.891654 0.1434 -0.0952 0.0339 0.7466
O -1.609355 9.228586 0.198214 -0.1419 0.1049 -0.0736 -0.3487
C -0.709225 10.173490 0.793167 0.1671 0.1464 0.0761 -0.3969
C 0.708555 9.653564 0.849886 -0.0029 -0.3228 0.0903 -0.8671
C -1.726364 7.929668 2.293502 -0.2180 0.2394 0.1654 -1.0372
H -1.076660 10.484531 1.773046 -0.0135 -0.0698 0.0114 0.3790
H -0.748180 11.045873 0.146108 -0.0370 -0.0647 -0.0970 0.2937
H 0.786372 8.763137 1.477362 -0.0134 0.0603 0.0790 0.3800
H 1.375042 10.417854 1.249190 -0.0106 0.0392 -0.0424 0.2370
H 1.045223 9.384968 -0.148606 -0.0016 0.0914 -0.0387 0.2419
H -0.980783 7.136820 2.238434 0.0258 0.0055 -0.0048 0.2593
H -2.579272 7.570899 2.864495 0.0038 -0.1308 -0.0812 0.3446
H -1.303164 8.777678 2.824698 0.1182 -0.0394 -0.0514 0.3631
O 0.989777 11.339431 -1.739059 -0.0129 0.0274 -0.0245 -0.5024
C 1.854397 12.169813 -1.691388 -0.0714 0.1620 -0.1488 0.8759
O 2.182578 12.684834 -0.488196 0.0229 -0.1460 0.1471 -0.3356
C 3.308247 13.546194 -0.288957 0.0931 0.1827 0.0059 -0.4480
C 2.974752 14.994571 -0.578499 -0.1209 -0.0182 -0.0835 -0.9875
C 2.519421 12.702186 -2.938390 0.3067 -0.2027 0.0338 -1.2295
H 4.166369 13.196438 -0.864166 -0.0307 -0.0015 -0.0423 0.3734
H 3.566200 13.428307 0.762167 -0.0595 -0.0615 0.0122 0.3352
H 2.695050 15.142151 -1.621603 0.0650 -0.0003 -0.0192 0.2716
H 3.831366 15.632088 -0.359400 0.0069 -0.0068 0.0164 0.3600
H 2.132898 15.315456 0.034626 0.0319 0.0022 0.0465 0.3111
H 1.891868 13.488251 -3.356346 -0.0100 0.0135 0.0034 0.2884
H 2.585778 11.888774 -3.656089 -0.1555 0.0092 -0.0247 0.3284
H 3.522352 13.090597 -2.781949 -0.0605 0.1102 0.0235 0.3676
```
Positions in Å, forces in eV/Å.

**Highest occupied orbital energy**: -0.323 Ha
**Gap between HOMO and LUMO**: 8.60 eV
**Charge**: 0
**Electronic energy**: -2636.91890 a.u.
**Structure (SMILES)**: CCCOc1nc2c(CC=O)cc(CC(=O)F)c(C[C@@H](C)F)c2nc1CCCN.CCOC(C)=O.CCOC(C)=O.CCOC(C)=O.CCOC(C)=O

---

Which of these has the lowest gap between HOMO and LUMO?
C37H58ClN4OPPdSi3

---

What is the electronic energy in the first record?
-3536.97661 a.u.